Record 1
C34H48GaNO8S2 as an isolated structure in a non-equilibrium geometry, computed with the ωB97M-V functional and the def2-TZVPD basis.

Atoms and positions in Å:
C1 0.867 -3.170 1.583
C2 2.316 -2.781 1.906
C3 2.548 -1.278 2.109
C4 2.318 -0.391 0.874
Ga1 1.666 1.521 1.355
C5 1.276 2.446 -0.472
C6 1.003 1.465 -1.619
C7 -0.310 0.694 -1.391
S1 -1.322 0.815 -2.914
C8 -2.992 0.530 -2.430
S2 -3.757 -0.797 -3.028
N1 -3.698 1.424 -1.603
C9 -3.007 2.621 -1.162
C10 -2.619 3.539 -2.135
C11 -1.974 4.708 -1.787
C12 -1.719 5.001 -0.454
C13 -2.131 4.104 0.516
C14 -2.772 2.922 0.170
C15 -4.385 0.729 -0.531
C16 -3.702 -0.109 0.338
C17 -4.370 -0.743 1.370
C18 -5.734 -0.542 1.532
C19 -6.424 0.276 0.650
C20 -5.747 0.911 -0.381
C21 3.222 2.447 2.338
O1 3.764 3.484 1.860
O2 3.580 1.868 3.416
C22 -0.081 1.470 2.473
C23 -0.737 0.073 2.404
C24 0.121 1.958 3.916
C25 -0.995 2.876 4.429
C26 -2.390 2.235 4.372
H1 0.271 -3.309 2.487
H2 0.385 -2.456 0.917
H3 0.856 -4.135 1.061
H4 2.970 -3.126 1.108
H5 2.589 -3.289 2.840
H6 3.598 -1.151 2.384
H7 1.962 -0.897 2.950
H8 3.243 -0.279 0.301
H9 1.591 -0.861 0.193
H10 2.144 3.064 -0.722
H11 0.418 3.130 -0.415
H12 1.822 0.745 -1.688
H13 0.967 1.996 -2.583
H14 -0.105 -0.366 -1.254
H15 -0.842 1.102 -0.533
H16 -2.820 3.329 -3.177
H17 -1.667 5.400 -2.561
H18 -1.211 5.907 -0.155
H19 -1.933 4.299 1.562
H20 -3.076 2.264 0.971
H21 -2.633 -0.231 0.209
H22 -3.804 -1.371 2.045
H23 -6.248 -1.023 2.355
H24 -7.489 0.425 0.773
H25 -6.281 1.547 -1.075
H26 -0.779 2.162 1.980
H27 -0.532 -0.398 1.436
H28 -0.318 -0.583 3.168
H29 -1.830 0.121 2.500
H30 0.132 1.101 4.605
H31 1.087 2.455 4.036
H32 -0.803 3.124 5.480
H33 -1.007 3.814 3.865
H34 -2.337 1.154 4.508
H35 -2.895 2.418 3.419
H36 -3.047 2.623 5.157
C27 -0.646 -1.465 -7.808
C28 -1.860 -1.031 -7.030
C29 -3.181 -1.181 -7.753
O3 -3.974 -0.161 -7.143
C30 -3.125 0.806 -6.700
O4 -3.469 1.868 -6.302
O5 -1.841 0.385 -6.787
H37 0.259 -1.301 -7.224
H38 -0.714 -2.526 -8.053
H39 -0.553 -0.890 -8.731
H40 -1.891 -1.529 -6.057
H41 -3.646 -2.154 -7.613
H42 -3.093 -0.965 -8.823
C31 8.766 -5.158 2.323
C32 7.572 -4.269 2.558
C33 6.289 -4.989 2.917
O6 5.295 -4.087 2.445
C34 5.829 -3.367 1.421
O7 5.237 -2.650 0.700
O8 7.182 -3.597 1.358
H43 9.638 -4.564 2.050
H44 9.001 -5.726 3.225
H45 8.571 -5.852 1.504
H46 7.805 -3.506 3.307
H47 6.167 -5.158 3.984
H48 6.187 -5.938 2.381

Atoms 1-2, force components in eV/Å:
C 0.3 -0.5 -0.2
C -0.5 0.3 0.3

Properties
E_HOMO in eV: 0.8
Energy in hartree: -4702.1616
Frontier orbital gap in eV: 2.697
Total charge: -2

=====

Record 2
C17H12CrNO5S as an isolated structure in a non-equilibrium geometry, computed with the ωB97M-V functional and the def2-TZVPD basis.

Atoms and positions in Å:
O1 -0.142 -0.116 -7.985
C1 -0.146 -0.114 -6.838
Cr1 -1.030 -0.151 -2.668
O2 1.649 -0.135 -4.151
C2 0.640 -0.145 -3.559
C3 -2.858 -0.165 -2.159
O3 -3.806 -0.158 -1.487
C4 -1.082 -2.048 -2.739
O4 -1.104 -3.215 -2.760
C5 -1.097 1.743 -2.804
O5 -1.152 2.900 -2.816
H1 -1.820 -0.155 -3.985
N1 -0.492 -0.144 -0.797
S1 0.967 0.215 -0.057
C6 0.509 1.547 1.073
C7 -0.688 2.221 0.844
C8 -1.131 3.196 1.742
C9 -0.341 3.559 2.832
C10 0.901 2.937 3.024
C11 1.336 1.940 2.142
C12 1.120 -1.173 1.103
C13 0.484 -1.176 2.349
C14 0.467 -2.350 3.117
C15 1.082 -3.511 2.650
C16 1.728 -3.496 1.407
C17 1.767 -2.327 0.641
H2 -1.009 -0.586 -0.032
H3 -1.254 1.990 -0.056
H4 -2.101 3.670 1.584
H5 -0.691 4.312 3.547
H6 1.529 3.225 3.866
H7 2.317 1.476 2.247
H8 0.001 -0.273 2.712
H9 -0.057 -2.360 4.075
H10 1.049 -4.437 3.239
H11 2.184 -4.405 1.023
H12 2.272 -2.290 -0.324

Atoms 1-2, force components in eV/Å:
O 0.0 0.0 3.2
C 0.0 0.0 -3.2

Properties
ΔE to the lowest compared entry with this formula, charge and spin in kcal/mol: 0.0
E_HOMO (spin up / spin down) in eV: -15.5 / -15.5
Energy in hartree: -2527.8874
Frontier orbital gap (spin up / spin down) in eV: 7.999 / 4.600
2S+1: 4
Total charge: +2

=====

Record 3
C3H4FeO3 as an isolated structure in a non-equilibrium geometry, computed with the ωB97M-V functional and the def2-TZVPD basis.

Atoms and positions in Å:
O1 0.986 -1.344 0.714
Fe1 -1.410 -2.220 3.495
O2 -0.550 -1.124 2.299
C1 0.102 -0.690 1.399
O3 -0.295 0.378 0.631
C2 0.450 0.438 -0.447
C3 -0.137 0.899 -1.701
H1 1.520 0.717 -0.331
H2 0.178 1.936 -1.883
H3 0.375 0.297 -2.482
H4 -1.219 0.712 -1.693

Atoms 1-2, force components in eV/Å:
O 0.7 -0.3 1.0
Fe -1.0 -1.1 1.5

Properties
ΔE to the lowest compared entry with this formula, charge and spin in kcal/mol: 39.5
E_HOMO (spin up / spin down) in eV: -26.3 / -26.3
Energy in hartree: -1604.5928
Frontier orbital gap (spin up / spin down) in eV: 10.337 / 7.907
2S+1: 6
Total charge: +3

=====

Record 4
A 3-piece molecular cluster, C27H50BClN2O8Si overall in a non-equilibrium geometry, computed with the ωB97M-V functional and the def2-TZVPD basis.

Atoms and positions in Å:
C1 -5.305 -1.233 4.597
C2 -6.284 -0.911 3.315
C3 -5.790 -1.612 1.908
C4 -6.684 -1.134 0.596
C5 -6.132 0.294 -0.069
C6 -4.643 -0.041 -0.682
C7 -4.175 0.943 -1.915
C8 -3.460 0.134 -3.174
C9 -2.197 0.931 -3.850
C10 -0.858 -0.010 -4.099
C11 -0.439 -0.900 -2.747
C12 1.167 -0.805 -2.437
C13 1.726 -1.841 -1.300
Si1 0.886 -1.728 0.423
C14 1.967 -2.866 1.609
C15 3.578 -2.624 1.441
O1 4.352 -3.063 0.439
Cl1 4.490 -1.679 2.802
B1 -0.876 -2.609 0.408
N1 -0.969 -4.080 0.858
O2 -2.124 -1.966 -0.046
N2 0.866 -0.114 1.188
C16 2.226 0.500 1.381
C17 3.400 0.709 0.260
O3 2.513 0.946 2.636
C18 -0.161 0.830 0.624
C19 0.070 2.003 -0.496
O4 -1.419 0.739 1.139
H1 -4.189 -1.392 4.245
H2 -5.286 -0.329 5.359
H3 -5.626 -2.210 5.198
H4 -7.348 -1.323 3.584
H5 -6.352 0.242 3.121
H6 -4.631 -1.439 1.761
H7 -5.956 -2.770 2.034
H8 -6.687 -2.024 -0.191
H9 -7.799 -1.021 0.998
H10 -6.102 1.069 0.829
H11 -6.875 0.713 -0.879
H12 -3.838 0.057 0.182
H13 -4.648 -1.179 -0.998
H14 -5.136 1.511 -2.280
H15 -3.446 1.738 -1.458
H16 -4.312 0.031 -4.002
H17 -3.228 -0.952 -2.806
H18 -1.973 1.898 -3.216
H19 -2.543 1.322 -4.921
H20 0.045 0.682 -4.450
H21 -1.096 -0.709 -5.022
H22 -1.044 -0.420 -1.864
H23 -0.732 -2.011 -2.992
H24 1.423 0.323 -2.261
H25 1.715 -1.105 -3.455
H26 1.517 -2.939 -1.720
H27 2.907 -1.743 -1.286
H28 1.652 -3.999 1.442
H29 1.644 -2.616 2.726
H30 -1.857 -4.426 0.384
H31 -0.203 -4.547 0.287
H32 -2.590 -2.530 -0.730
H33 4.388 0.088 0.514
H34 3.742 1.850 0.346
H35 3.069 0.560 -0.852
H36 1.201 2.267 -0.662
H37 -0.458 1.670 -1.513
H38 -0.550 2.960 -0.143
O5 1.734 2.409 -4.815
C20 2.827 1.869 -4.858
C21 4.142 2.578 -4.971
C22 5.071 1.460 -5.371
C23 4.425 0.254 -4.741
O6 3.024 0.521 -4.765
H39 4.407 2.999 -3.997
H40 4.104 3.360 -5.734
H41 6.104 1.613 -5.048
H42 5.070 1.354 -6.463
H43 4.736 0.111 -3.701
H44 4.635 -0.661 -5.303
O7 5.181 1.334 8.227
C24 4.920 1.600 7.066
C25 4.883 2.978 6.478
C26 4.146 2.750 5.182
C27 4.506 1.326 4.845
O8 4.660 0.669 6.102
H45 5.907 3.322 6.308
H46 4.344 3.670 7.129
H47 4.415 3.459 4.395
H48 3.066 2.829 5.355
H49 5.450 1.255 4.295
H50 3.720 0.833 4.265

Atoms 1-2, force components in eV/Å:
C 0.5 0.0 0.2
C 0.1 -0.2 -0.2

Properties
E_HOMO in eV: -9.8
Energy in hartree: -2544.5100
Structure (SMILES): CCCCCCCCCCCCC[Si@](CC(=O)Cl)(B(N)O)N(C(C)=O)C(C)=O.O=C1CCCO1.O=C1CCCO1
Frontier orbital gap in eV: 9.051

=====

Record 5
C55H43Cl4MgNO2P2S as an isolated structure in a non-equilibrium geometry, computed with the ωB97M-V functional and the def2-TZVPD basis.

Atoms and positions in Å:
Mg1 0.472 0.093 0.059
Cl1 -3.054 -1.775 4.205
C1 -3.098 -1.202 2.481
Cl2 -4.547 -0.200 2.292
H1 -3.234 -2.104 1.917
H2 -2.166 -0.657 2.254
O1 0.549 -1.209 -3.134
C2 -0.678 -0.797 -3.604
C3 -1.473 -1.632 -4.337
C4 -2.684 -1.124 -4.883
C5 -2.981 0.209 -4.785
C6 -2.182 1.034 -4.027
C7 -1.037 0.567 -3.377
P1 -0.161 1.476 -2.031
C8 -1.436 2.741 -1.636
C9 -2.625 2.200 -1.121
C10 -3.751 2.948 -0.926
C11 -3.683 4.340 -1.115
C12 -2.524 4.924 -1.568
C13 -1.446 4.127 -1.916
C14 1.215 2.410 -2.624
C15 2.196 2.610 -1.700
C16 3.312 3.352 -2.038
C17 3.486 3.833 -3.317
C18 2.466 3.575 -4.294
C19 1.270 2.978 -3.944
C20 0.996 -2.550 -3.060
C21 1.787 -3.014 -4.115
C22 2.278 -4.305 -4.104
C23 1.954 -5.085 -2.942
C24 1.198 -4.591 -1.916
C25 0.742 -3.307 -1.935
P2 0.013 -2.480 -0.452
C26 -1.622 -3.283 -0.346
C27 -1.936 -4.549 0.132
C28 -3.224 -5.041 0.026
C29 -4.255 -4.224 -0.369
C30 -3.983 -2.899 -0.755
C31 -2.658 -2.509 -0.817
C32 0.851 -3.051 1.057
C33 2.067 -3.795 1.142
C34 2.614 -4.090 2.379
C35 2.098 -3.543 3.553
C36 0.979 -2.740 3.495
C37 0.347 -2.516 2.259
H3 -1.216 -2.638 -4.498
H4 -3.362 -1.855 -5.326
H5 -3.898 0.599 -5.144
H6 -2.365 2.074 -3.937
H7 -2.653 1.140 -0.902
H8 -4.731 2.482 -0.674
H9 -4.499 4.997 -0.844
H10 -2.455 5.989 -1.624
H11 -0.532 4.567 -2.257
H12 2.158 2.039 -0.721
H13 4.003 3.563 -1.245
H14 4.334 4.462 -3.558
H15 2.614 4.022 -5.294
H16 0.454 2.959 -4.693
H17 1.957 -2.300 -4.921
H18 2.828 -4.748 -4.855
H19 2.284 -6.114 -2.893
H20 0.992 -5.196 -1.008
H21 -1.166 -5.174 0.544
H22 -3.471 -6.066 0.364
H23 -5.257 -4.651 -0.226
H24 -4.673 -2.201 -1.104
H25 -2.492 -1.497 -1.183
H26 2.481 -4.063 0.216
H27 3.566 -4.636 2.501
H28 2.689 -3.677 4.419
H29 0.571 -2.340 4.420
H30 -0.542 -1.822 2.203
O2 -1.238 0.764 1.065
S1 -1.615 2.046 1.844
C38 -1.421 1.691 3.564
C39 -2.462 2.007 4.424
C40 -2.385 1.650 5.756
C41 -1.274 0.921 6.211
C42 -0.267 0.530 5.319
C43 -0.306 0.971 4.013
C44 -0.376 3.304 1.532
C45 -0.977 4.474 1.180
C46 -0.117 5.598 1.122
C47 1.253 5.485 1.218
C48 1.798 4.235 1.452
C49 1.005 3.118 1.628
H31 -3.305 2.597 4.219
H32 -3.228 1.904 6.446
H33 -1.253 0.675 7.285
H34 0.624 -0.007 5.678
H35 0.479 0.751 3.291
H36 -2.035 4.651 0.998
H37 -0.607 6.586 1.000
H38 1.863 6.407 1.117
H39 2.868 4.108 1.670
H40 1.372 2.108 1.727
Cl3 3.363 -0.729 -1.420
C50 3.965 -0.771 0.217
C51 5.003 -1.601 0.486
C52 5.452 -1.847 1.807
C53 4.911 -1.082 2.818
C54 3.862 -0.275 2.564
Cl4 3.073 0.460 4.029
C55 3.164 -0.127 1.304
N1 1.979 0.377 1.141
H41 5.353 -2.164 -0.327
H42 6.285 -2.548 1.957
H43 5.124 -1.324 3.844

Atoms 1-2, force components in eV/Å:
Mg -0.4 0.0 0.3
Cl 0.3 0.2 -0.5

Properties
ΔE to the lowest compared entry with this formula, charge and spin in kcal/mol: 0.0
E_HOMO in eV: -5.3
Energy in hartree: -5448.6115
Frontier orbital gap in eV: 5.451

=====

Record 6
A 2-piece molecular cluster, C15H24ClFN2OP overall in a non-equilibrium geometry, computed with the ωB97M-V functional and the def2-TZVPD basis.

Atoms and positions in Å:
O1 -1.452 -1.993 2.808
P1 -0.508 -1.230 1.541
Cl1 -1.160 -1.907 -0.364
C1 -0.883 0.633 1.702
N1 0.091 1.417 1.080
C2 -0.118 2.909 1.216
C3 -1.691 2.951 1.734
C4 -2.067 1.483 2.443
F1 -1.889 1.813 3.878
C5 -3.642 1.312 1.904
C6 -4.056 -0.166 1.340
C7 -5.632 -0.344 0.825
C8 -6.614 0.990 0.957
C9 -5.929 2.338 1.587
N2 -4.509 2.533 2.037
H1 -2.022 -1.242 3.188
H2 0.950 1.086 0.548
H3 0.225 3.638 0.368
H4 0.480 3.213 2.202
H5 -2.094 3.913 2.265
H6 -2.262 2.845 0.690
H7 -3.379 -1.117 1.273
H8 -6.084 -1.342 0.415
H9 -7.767 0.989 0.655
H10 -6.656 3.278 1.708
C10 2.086 -3.439 -1.941
C11 3.152 -2.754 -1.099
C12 2.873 -1.266 -0.872
C13 2.848 -0.407 -2.142
C14 4.127 -0.451 -2.983
C15 5.344 0.085 -2.245
H11 2.028 -3.010 -2.946
H12 2.320 -4.503 -2.049
H13 1.103 -3.353 -1.470
H14 4.135 -2.896 -1.560
H15 3.197 -3.252 -0.123
H16 3.624 -0.870 -0.178
H17 1.907 -1.158 -0.363
H18 2.648 0.631 -1.853
H19 2.003 -0.710 -2.772
H20 3.970 0.155 -3.884
H21 4.324 -1.469 -3.330
H22 5.184 1.122 -1.933
H23 6.222 0.059 -2.898
H24 5.575 -0.512 -1.358

Atoms 1-2, force components in eV/Å:
O 0.1 3.7 -2.0
P 0.3 -2.1 1.6

Properties
ΔE to the lowest compared entry with this formula, charge and spin in kcal/mol: 232.1
E_HOMO in eV: -12.4
Energy in hartree: -1671.5276
Frontier orbital gap in eV: 6.308
Total charge: +1

=====

Record 7
C4H10InO2 as an isolated structure in a non-equilibrium geometry, computed with the ωB97M-V functional and the def2-TZVPD basis.

Atoms and positions in Å:
H1 -0.312 -1.431 -1.745
C1 0.841 -1.810 1.213
O1 0.732 -0.431 0.890
C2 -0.172 -0.027 -0.127
C3 0.312 -0.575 -1.458
H2 0.900 -1.854 2.305
H3 -0.020 -2.340 0.783
H4 1.760 -2.250 0.804
H5 -1.216 -0.379 -0.111
H6 1.354 -0.915 -1.433
H7 0.217 0.218 -2.211
H8 -1.846 1.154 -0.143
C4 -1.169 2.179 -0.102
O2 0.027 1.517 0.139
In1 1.237 1.316 1.757
H9 -1.319 3.046 0.550
H10 -1.325 2.582 -1.110

Atoms 1-2, force components in eV/Å:
H 0.0 0.3 0.0
C 0.4 -2.1 0.5

Properties
ΔE to the lowest compared entry with this formula, charge and spin in kcal/mol: 17.6
E_HOMO (spin up / spin down) in eV: -20.0 / -20.1
Energy in hartree: -498.1884
Frontier orbital gap (spin up / spin down) in eV: 10.646 / 7.116
2S+1: 2
Total charge: +2

=====

Record 8
One molecule with the formula C5H4, computed with the ωB97M-V functional and the def2-TZVPD basis.

Atoms and positions in Å:
C1 1.518 -0.675 -0.027
C2 0.225 -0.037 0.010
C3 -0.929 0.522 -0.045
C4 -2.251 0.649 0.284
C5 -3.469 0.900 0.463
H1 2.341 -0.065 0.360
H2 1.779 -1.133 -0.988
H3 1.383 -1.503 0.692
H4 -0.596 1.342 -0.749

Atoms 1-2, force components in eV/Å:
C 0.0 0.1 -0.1
C -0.5 0.3 -0.1

Properties
ΔE to the lowest compared entry with this formula, charge and spin in kcal/mol: 96.1
E_HOMO (spin up / spin down) in eV: -8.7 / -8.7
Energy in hartree: -192.6410
Frontier orbital gap (spin up / spin down) in eV: 7.232 / 7.233

=====

Record 9
A 2-piece molecular cluster, C6H14Cl2OP overall in a non-equilibrium geometry, computed with the ωB97M-V functional and the def2-TZVPD basis.

Atoms and positions in Å:
C1 1.915 -1.505 0.404
C2 3.271 0.037 -0.979
C3 -2.008 -0.056 -1.002
C4 -4.038 0.192 0.564
C5 2.762 -0.202 0.446
C6 -2.667 -0.258 0.256
O1 2.048 0.921 0.986
P1 0.533 1.053 0.985
Cl1 0.352 2.680 2.025
Cl2 0.212 1.982 -0.937
H1 1.005 -1.308 -0.109
H2 2.399 -2.367 -0.017
H3 1.703 -1.692 1.433
H4 3.196 -0.877 -1.511
H5 4.245 0.621 -0.804
H6 2.762 0.766 -1.655
H7 -2.831 0.099 -1.684
H8 -1.332 -0.803 -1.452
H9 -1.539 0.935 -1.166
H10 -4.656 0.793 -0.242
H11 -4.101 0.851 1.396
H12 -4.640 -0.658 0.869
H13 3.667 -0.348 1.058
H14 -2.260 -0.857 1.137

Atoms 1-2, force components in eV/Å:
C 0.7 1.4 1.4
C 0.9 3.5 0.5

Properties
ΔE to the lowest compared entry with this formula, charge and spin in kcal/mol: 7.2
E_HOMO in eV: -13.1
Energy in hartree: -1573.6764
Frontier orbital gap in eV: 6.762
Total charge: +1